(1)
Formula: C18H32BIrN7O2S
Source: OMol25
Level of theory: wB97M-V/def2-TZVPD

Charge ... +3
E ... -1765.311757 a.u.
E_HOMO ... -16.24 eV
HOMO-LUMO gap ... 0.2357 hartree
Energy relative to the best compared isomer or geometry (same formula, charge and spin) ... 1.7710 eV

Structure (XYZ):
```
62
Properties=species:S:1:pos:R:3:forces:R:3
Ir -0.52688 0.33039 -0.96035 1.9 1.1 -1.5
B -0.89421 0.13524 -4.56061 0.1 0.0 -0.9
N -1.39639 1.33138 -3.71425 0.0 0.0 0.1
C -2.06146 2.35123 -4.25183 -0.1 0.1 0.0
C -2.49912 3.19909 -3.24213 0.0 0.0 0.0
C -2.04196 2.61242 -2.08447 0.1 -0.1 -0.1
N -1.34623 1.48596 -2.38034 -0.8 0.4 0.4
N -0.40584 -1.04129 -3.66707 0.0 0.1 0.2
C -0.12927 -2.22678 -4.20348 0.0 -0.1 0.0
C 0.14285 -3.14398 -3.19741 0.0 -0.1 -0.1
C 0.01563 -2.42515 -2.03480 -0.2 0.1 0.0
N -0.29436 -1.13488 -2.31707 0.0 -0.8 0.5
H -0.04426 0.47495 -5.33679 0.2 0.1 0.3
H -1.81833 -0.26133 -5.22644 -0.2 0.0 0.3
H -2.20360 2.40717 -5.31922 0.0 0.0 0.0
H -3.08039 4.09881 -3.34369 0.0 0.0 0.0
H -2.19399 2.92051 -1.06578 -0.1 0.0 0.0
H -0.15440 -2.35285 -5.27440 0.0 0.0 0.0
H 0.38920 -4.18615 -3.30187 0.0 0.0 0.0
H 0.09823 -2.76865 -1.02248 0.0 0.0 0.1
C -4.26403 -1.45692 0.02329 0.0 0.1 0.1
C -3.19627 -0.92308 -0.86403 0.0 0.1 -0.3
N -3.28526 -1.08620 -2.15955 0.1 0.1 0.0
O -2.23082 -0.30737 -0.28393 -0.6 -0.2 0.6
H -4.93571 -2.11907 -0.51623 0.0 0.0 0.0
H -4.83647 -0.62546 0.43801 0.0 0.0 0.0
H -3.80851 -1.98995 0.85640 0.0 0.0 0.0
H -4.08878 -1.54208 -2.56678 0.0 -0.1 0.1
H -2.57886 -0.73647 -2.79123 0.0 0.0 -0.1
C 2.65759 -3.22709 6.38639 0.0 -0.1 0.0
C 2.38293 -2.79047 4.97849 0.1 0.0 0.0
C 1.86514 -1.52479 4.70345 -0.1 0.0 0.0
C 1.59576 -1.12144 3.40617 0.1 0.1 0.0
C 1.86735 -2.00026 2.37062 -0.1 -0.2 0.1
C 2.36033 -3.28152 2.61056 0.0 0.0 0.0
C 2.62813 -3.65955 3.91238 0.0 0.0 0.0
S 1.67046 -1.60656 0.67330 0.0 0.1 0.0
C 3.29611 -0.97464 0.29422 -0.1 0.2 -0.1
O 0.76650 -0.31988 0.60322 -0.1 -0.2 -0.2
H 2.56885 -2.40608 7.09316 0.0 0.0 0.0
H 3.65048 -3.66875 6.46963 0.0 0.1 0.0
H 1.95253 -4.00780 6.67955 0.0 0.0 0.0
H 1.67113 -0.84416 5.52251 0.0 0.0 0.0
H 1.17944 -0.14196 3.20904 0.0 0.0 0.0
H 2.53619 -3.97218 1.79272 0.0 0.0 0.0
H 3.02215 -4.64841 4.10953 0.0 0.0 0.0
H 3.52986 -0.16778 0.98761 0.0 0.0 0.0
H 3.29815 -0.62330 -0.73801 0.0 -0.1 0.0
H 4.00278 -1.79593 0.40766 0.0 0.0 0.0
N 0.17921 5.51774 1.05944 0.0 0.0 0.0
C 1.01679 4.25725 1.02539 0.1 -0.2 0.0
C 0.61392 3.25909 -0.07108 -0.2 0.1 -0.1
N -0.26493 2.15377 0.35532 -0.5 -1.0 0.5
H 0.61023 6.21466 1.67707 0.0 0.0 0.0
H -0.77027 5.36417 1.40707 0.0 0.0 0.0
H 0.11161 5.94921 0.13280 0.0 0.0 0.0
H 0.95910 3.80408 2.01389 0.0 0.1 0.1
H 2.04215 4.58272 0.86405 0.0 0.1 0.0
H 1.53116 2.81591 -0.45641 0.0 0.0 0.0
H 0.14099 3.77348 -0.91129 0.0 -0.1 0.0
H -1.17352 2.45720 0.69361 0.1 0.1 0.1
H 0.17120 1.61379 1.10645 0.0 0.2 0.1
```
Forces are in eV/Å.

***

(2)
Formula: C15H15N4O5SY
Source: OMol25
Level of theory: wB97M-V/def2-TZVPD

E ... -1612.602740 a.u.
E_HOMO ... -8.61 eV
HOMO-LUMO gap ... 0.3099 hartree
Energy relative to the best compared isomer or geometry (same formula, charge and spin) ... 0.2100 eV

Structure (XYZ):
```
41
Properties=species:S:1:pos:R:3:forces:R:3
Y 0.07075 -0.16270 -0.53782 -0.1 0.1 -0.3
N -2.08209 -1.36808 -0.81933 -0.1 -0.1 0.0
C -2.93160 -0.92222 0.31689 0.1 -0.1 0.1
C -2.87670 0.60605 0.38116 0.0 0.0 0.0
O -3.91932 1.24382 0.43046 0.0 0.0 0.0
N -1.61231 1.07126 0.30910 -0.1 0.1 0.0
C -1.47072 2.49312 0.00472 0.0 -0.1 -0.1
C -0.61704 2.70665 -1.25903 0.1 -0.1 0.0
O -0.44041 3.80766 -1.72226 0.0 0.0 0.0
O -0.05348 1.60517 -1.73892 0.0 0.0 0.1
H -2.53233 -1.07644 -1.68394 0.0 0.0 0.0
H -2.04215 -2.38172 -0.85494 0.0 0.0 0.0
H -2.51943 -1.35428 1.23144 0.0 0.0 0.0
H -3.96731 -1.24214 0.21877 0.0 0.0 0.0
H -0.96431 3.03190 0.81040 -0.1 0.0 0.0
H -2.44485 2.96071 -0.13982 0.0 0.0 0.0
O 0.81988 -1.95259 -1.89255 -0.1 -0.1 -0.1
C 0.96755 -2.76002 -0.94234 -0.1 0.3 0.1
C 1.38531 -4.20174 -1.06521 0.0 0.0 0.0
C 1.37592 -4.67108 0.38841 0.0 0.0 0.0
C 1.01729 -3.41665 1.18561 0.1 0.0 0.1
O 1.00793 -3.33307 2.38963 0.0 0.0 0.0
N 0.74454 -2.36384 0.32043 0.0 -0.3 -0.1
H 2.36434 -4.25223 -1.54208 0.0 0.0 0.0
H 0.68684 -4.72856 -1.71525 0.0 0.0 0.0
H 2.33456 -5.05131 0.73657 0.0 0.0 0.0
H 0.63061 -5.43963 0.59078 0.0 0.0 0.0
S 4.54995 0.08630 1.52178 0.0 0.0 0.0
C 2.91728 -0.27154 1.17896 0.0 -0.2 0.2
N 2.34214 0.43189 0.25091 0.2 0.2 0.0
C 3.24302 1.37844 -0.27012 -0.2 -0.1 0.0
C 2.96861 2.31295 -1.27335 0.1 0.0 0.0
C 3.98475 3.15878 -1.66016 0.0 0.0 0.0
C 5.25843 3.09172 -1.07788 0.0 0.0 0.0
C 5.53914 2.17372 -0.09070 -0.1 0.0 0.0
C 4.51167 1.31815 0.30828 0.2 0.1 0.0
H 2.41150 -1.05744 1.72610 0.0 0.0 0.0
H 1.98890 2.37164 -1.72901 0.0 0.0 0.0
H 3.78718 3.89325 -2.42910 0.0 0.0 0.0
H 6.03206 3.77332 -1.40518 0.0 0.0 0.0
H 6.51850 2.12167 0.36477 0.0 0.0 0.0
```
Forces are in eV/Å.

***

(3)
Formula: C2H9OS
Source: OMol25
Level of theory: wB97M-V/def2-TZVPD

Charge ... +2
E ... -554.108587 a.u.
E_HOMO (alpha / beta) ... -21.96 / -21.94 eV
HOMO-LUMO gap (alpha / beta) ... 0.3618 / 0.2524 hartree
Energy relative to the best compared isomer or geometry (same formula, charge and spin) ... 1.3146 eV
Multiplicity ... 2

Structure (XYZ):
```
13
Properties=species:S:1:pos:R:3:forces:R:3
O -1.79175 -1.28144 1.56510 2.0 -0.3 -0.6
H -1.58747 -2.17312 1.89268 -0.5 0.1 0.2
H -2.73808 -1.09089 1.71207 0.2 0.2 -0.4
H -0.43241 -0.95956 0.73412 -2.3 0.0 2.2
C -0.19006 -0.21307 -1.36175 -0.7 0.4 1.4
S 0.75336 -0.22189 0.27336 0.2 0.4 -3.4
C 1.66371 1.37331 -0.06058 0.8 1.2 2.9
H -0.32018 0.84043 -1.59639 0.8 0.1 -0.6
H -1.22022 -0.47020 -1.09210 0.2 -1.0 -0.3
H 0.36005 -0.87126 -2.03797 -0.2 0.1 -0.3
H 2.60544 1.32279 -0.62879 -0.5 -0.9 -0.4
H 0.93276 2.11613 -0.36639 -0.4 -0.3 -0.5
H 1.96485 1.62876 0.96665 0.1 0.1 -0.2
```
Forces are in eV/Å.

***

(4)
Formula: H5NP4
Source: OMol25
Level of theory: wB97M-V/def2-TZVPD

SMILES ... N=P#P(P)P
E ... -1423.076677 a.u.
E_HOMO ... -8.20 eV
HOMO-LUMO gap ... 0.2774 hartree
Energy relative to the best compared isomer or geometry (same formula, charge and spin) ... 0.3781 eV

Structure (XYZ):
```
10
Properties=species:S:1:pos:R:3:forces:R:3
N 1.82343 -1.20895 -0.44498 1.0 -2.8 0.1
P 2.04634 0.08571 0.36177 -0.6 0.9 0.2
P -0.17864 0.46500 0.63045 -0.1 -0.5 -0.4
P -0.86261 2.19442 -0.57100 1.0 -0.4 -1.9
P -0.86192 -1.14664 -0.73658 2.5 -0.5 -0.1
H 2.51789 -2.00727 -0.40625 -0.6 1.6 -0.4
H -2.23790 1.94359 -0.62580 -0.3 -0.8 -0.3
H -1.15470 2.68202 0.60894 -0.3 2.0 2.4
H -2.13911 -0.79218 -0.56112 -2.1 0.3 0.7
H -0.71275 -2.11916 0.30916 -0.5 0.2 -0.4
```
Forces are in eV/Å.

***

(5)
Formula: C5H10BrNO
Source: OMol25
Level of theory: wB97M-V/def2-TZVPD

SMILES ... [H]/N=C/OC.C=C(C)Br
E ... -2900.436818 a.u.
E_HOMO ... -9.42 eV
HOMO-LUMO gap ... 0.3730 hartree
Energy relative to the best compared isomer or geometry (same formula, charge and spin) ... 2.1445 eV

Structure (XYZ):
```
18
Properties=species:S:1:pos:R:3:forces:R:3
H -0.36029 2.04450 2.71844 0.9 1.3 -0.1
N -0.93940 1.32958 2.37466 -0.9 -1.4 0.1
C -0.50257 0.67767 1.38569 0.4 0.9 1.0
O -1.10231 -0.43991 1.00222 0.7 -1.4 -2.1
C -2.13412 -0.98014 1.79360 -2.0 0.9 0.3
H 0.40671 0.95872 0.80630 -0.8 -0.7 0.1
H -2.77273 -1.83141 1.39864 1.9 0.7 -0.1
H -2.86733 -0.19346 1.90463 -0.4 0.4 0.1
H -1.77798 -1.08319 2.79726 0.3 -0.8 0.6
C 1.90883 1.03082 -1.25755 -0.6 1.0 -1.5
C 1.16064 0.29671 -2.10011 1.3 1.6 0.0
C 1.12503 -1.12672 -1.91314 1.0 -1.8 1.1
Br 0.09689 0.94763 -3.61451 0.6 0.0 1.2
H 1.78585 2.10246 -1.26630 0.3 0.3 -0.1
H 2.76586 0.64752 -0.68959 -0.9 -0.3 0.1
H 0.10100 -1.36993 -1.82229 -1.3 -0.8 0.0
H 1.50656 -1.20485 -0.84851 0.0 -0.9 -1.4
H 1.59936 -1.80600 -2.66946 -0.3 0.8 0.7
```
Forces are in eV/Å.